Record 1
ORCA calculation (the ωB97M-V functional and the def2-TZVPD basis) on a cluster of 7 separate species, C14H28Cl14 in total at a distorted geometry.

Output
Kohn-Sham gap = 10.70 eV
LUMO = 0.2777 eV
SMILES = ClCCCl.ClCCCl.ClCCCl.ClCCCl.ClCCCl.ClCCCl.ClCCCl
2S+1 = 1

Bonds (Å) are listed after each position.
Atoms and positions in Å:
1 Cl -0.24 2.51 1.96  C2 1.786
2 C -0.41 1.80 3.59  Cl1 1.786, C3 1.515, H5 1.090, H6 1.088
3 C 0.63 0.73 3.86  C2 1.515, Cl4 1.769, H7 1.089, H8 1.088
4 Cl 2.28 1.37 3.97  C3 1.769
5 H -1.40 1.36 3.67  C2 1.090
6 H -0.38 2.64 4.27  C2 1.088
7 H 0.61 0.02 3.04  C3 1.089
8 H 0.40 0.20 4.78  C3 1.088
9 Cl -0.28 -4.41 -4.61  C10 1.775
10 C -0.05 -2.92 -3.67  Cl9 1.775, C11 1.506, H13 1.089, H14 1.091
11 C 0.58 -3.19 -2.33  C10 1.506, Cl12 1.785, H15 1.087, H16 1.087
12 Cl 2.35 -3.38 -2.46  C11 1.785
13 H -0.97 -2.34 -3.55  C10 1.089
14 H 0.59 -2.28 -4.28  C10 1.091
15 H 0.18 -4.11 -1.91  C11 1.087
16 H 0.41 -2.37 -1.64  C11 1.087
17 Cl 3.65 -0.21 -0.83  C18 1.782
18 C 3.34 1.37 -0.05  Cl17 1.782, C19 1.478, H21 1.089, H22 1.090
19 C 4.59 2.07 0.32  C18 1.478, Cl20 1.794, H23 1.089, H24 1.085
20 Cl 5.44 1.24 1.67  C19 1.794
21 H 2.75 1.19 0.85  C18 1.089
22 H 2.79 1.99 -0.75  C18 1.090
23 H 4.37 3.06 0.69  C19 1.089
24 H 5.32 2.13 -0.49  C19 1.085
25 Cl 2.95 -4.16 2.21  C26 1.794
26 C 1.31 -3.44 2.17  Cl25 1.794, C27 1.500, H29 1.086, H30 1.083
27 C 0.77 -3.40 3.57  C26 1.500, Cl28 1.787, H31 1.088, H32 1.087
28 Cl -0.93 -2.84 3.56  C27 1.787
29 H 0.75 -4.13 1.55  C26 1.086
30 H 1.36 -2.46 1.72  C26 1.083
31 H 1.32 -2.70 4.20  C27 1.088
32 H 0.83 -4.38 4.04  C27 1.087
33 Cl -2.32 -0.68 -1.98  C34 1.765
34 C -1.51 0.78 -1.39  Cl33 1.765, C35 1.501, H37 1.089, H38 1.095
35 C -0.10 0.50 -0.95  C34 1.501, Cl36 1.780, H39 1.085, H40 1.090
36 Cl 0.02 -0.61 0.43  C35 1.780
37 H -2.16 1.26 -0.67  C34 1.089
38 H -1.41 1.52 -2.19  C34 1.095
39 H 0.43 1.42 -0.72  C35 1.085
40 H 0.42 0.03 -1.79  C35 1.090
41 Cl -0.32 0.67 -5.10  C42 1.783
42 C -0.41 2.44 -5.28  Cl41 1.783, C43 1.499, H45 1.088, H46 1.086
43 C 0.86 3.10 -4.82  C42 1.499, Cl44 1.794, H47 1.088, H48 1.086
44 Cl 0.93 3.19 -3.03  C43 1.794
45 H -1.22 2.79 -4.65  C42 1.088
46 H -0.62 2.66 -6.32  C42 1.086
47 H 0.90 4.13 -5.17  C43 1.088
48 H 1.75 2.58 -5.15  C43 1.086
49 Cl -7.10 0.27 2.29  C50 1.771
50 C -5.50 0.32 3.05  Cl49 1.771, C51 1.495, H53 1.090, H54 1.087
51 C -4.40 0.35 2.04  C50 1.495, Cl52 1.806, H55 1.086, H56 1.087
52 Cl -4.43 1.85 1.05  C51 1.806
53 H -5.41 -0.60 3.63  C50 1.090
54 H -5.43 1.18 3.71  C50 1.087
55 H -4.46 -0.46 1.32  C51 1.086
56 H -3.42 0.33 2.53  C51 1.087

These are the Mulliken partial charges, in e, on atoms 1 to 4:
1 Cl -0.1409
2 C -0.3859
3 C 0.1946
4 Cl -0.1676

Record 2
ORCA calculation (the ωB97M-V functional and the def2-TZVPD basis) on a cluster of 5 separate species, C14H28Cl9FO2 in total at a distorted geometry.

Output
Kohn-Sham gap = 10.20 eV
LUMO = 0.6262 eV
SMILES = COC[C@@H](Cl)OC[C@H](C)F.ClCCCl.ClCCCl.ClCCCl.ClCCCl
2S+1 = 1

Bonds (Å) are listed after each position.
Atoms and positions in Å:
1 C 1.31 4.41 -1.24  O2 1.445, H11 1.101, H12 1.110, H13 1.115
2 O 0.62 3.34 -0.57  C1 1.445, C3 1.432
3 C 1.56 2.55 0.17  O2 1.432, C4 1.583, H14 1.108, H15 1.109
4 C 0.79 1.86 1.37  C3 1.583, Cl5 1.832, O6 1.397, H16 1.107
5 Cl -1.02 2.07 1.18  C4 1.832
6 O 1.17 0.54 1.61  C4 1.397, C7 1.428
7 C 0.84 -0.33 0.52  O6 1.428, C8 1.564, H17 1.107, H18 1.120
8 C 2.11 -1.20 0.25  C7 1.564, C9 1.549, F10 1.400, H19 1.111
9 C 3.06 -0.65 -0.85  C8 1.549, H20 1.114, H21 1.111, H22 1.108
10 F 1.79 -2.54 0.00  C8 1.400
11 H 0.80 4.55 -2.21  C1 1.101
12 H 2.38 4.17 -1.39  C1 1.110
13 H 1.20 5.31 -0.59  C1 1.115
14 H 2.38 3.17 0.57  C3 1.108
15 H 1.96 1.82 -0.56  C3 1.109
16 H 1.06 2.43 2.28  C4 1.107
17 H 0.45 0.18 -0.38  C7 1.107
18 H 0.05 -1.04 0.84  C7 1.120
19 H 2.68 -1.20 1.21  C8 1.111
20 H 3.95 -1.31 -0.87  C9 1.114
21 H 2.60 -0.66 -1.86  C9 1.111
22 H 3.44 0.36 -0.58  C9 1.108
23 Cl 1.48 5.91 -4.93  C24 1.782
24 C 1.53 4.49 -6.00  Cl23 1.782, C25 1.511, H27 1.088, H28 1.090
25 C 0.62 3.38 -5.52  C24 1.511, Cl26 1.782, H29 1.090, H30 1.088
26 Cl 1.21 2.65 -4.00  C25 1.782
27 H 2.56 4.16 -6.07  C24 1.088
28 H 1.21 4.82 -6.99  C24 1.090
29 H 0.59 2.58 -6.26  C25 1.090
30 H -0.39 3.74 -5.35  C25 1.088
31 Cl 4.18 -0.62 3.12  C32 1.782
32 C 4.25 -2.36 3.52  Cl31 1.782, C33 1.511, H35 1.088, H36 1.091
33 C 3.14 -2.78 4.45  C32 1.511, Cl34 1.781, H37 1.090, H38 1.089
34 Cl 3.34 -2.09 6.08  C33 1.781
35 H 5.23 -2.57 3.94  C32 1.088
36 H 4.16 -2.90 2.57  C32 1.091
37 H 3.14 -3.87 4.56  C33 1.090
38 H 2.17 -2.48 4.07  C33 1.089
39 Cl -2.58 -3.22 3.39  C40 1.784
40 C -2.95 -3.61 1.68  Cl39 1.784, C41 1.509, H43 1.087, H44 1.090
41 C -1.98 -2.95 0.73  C40 1.509, Cl42 1.782, H45 1.089, H46 1.090
42 Cl -2.18 -1.18 0.69  C41 1.782
43 H -3.97 -3.30 1.48  C40 1.087
44 H -2.89 -4.69 1.59  C40 1.090
45 H -2.16 -3.32 -0.28  C41 1.089
46 H -0.95 -3.17 0.99  C41 1.090
47 Cl -8.03 -0.98 -0.99  C48 1.781
48 C -7.51 -1.73 0.53  Cl47 1.781, C49 1.511, H51 1.089, H52 1.090
49 C -6.00 -1.84 0.62  C48 1.511, Cl50 1.784, H53 1.090, H54 1.088
50 Cl -5.35 -3.02 -0.54  C49 1.784
51 H -7.98 -2.70 0.61  C48 1.089
52 H -7.87 -1.09 1.34  C48 1.090
53 H -5.72 -2.18 1.62  C49 1.090
54 H -5.51 -0.88 0.44  C49 1.088

These are the Mulliken partial charges, in e, on atoms 1 to 4:
1 C -0.7608
2 O -0.3488
3 C -0.0465
4 C -0.0443

| no. | E (hartree) |
| --- | --- |
| 1 | -6992.9592 |
| 2 | -4942.2627 |